Here is a structure of composition C35H52OP3SbTc in a non-equilibrium geometry from OMol25. Energies are from ωB97M-V with the def2-TZVPD basis set.

Properties
* max |F|: 6.0 eV/Å
* total energy: -75740.4929 eV
* multiplicity: 4
* gap between HOMO and LUMO (spin up / spin down): 0.1652 / 0.1438 hartree
* E_HOMO (spin up / spin down): -18.419 / -18.402 eV
* relative energy (zero: lowest compared OMol25 entry of this formula, charge and spin): 12.3 kcal/mol
* molar mass: 801.5 g/mol
* charge: +4
* ⟨S²⟩: 4.0611

Each line ends with the Löwdin charge.
CARTESIAN COORDINATES (ANGSTROEM)
Tc  1.106  0.427  -1.322  0.57
P  2.405  1.123  0.393  0.69
P  -0.283  2.032  -1.514  0.65
P  2.781  -0.392  -2.496  0.69
H  -0.992  -2.002  -0.171  0.04
C  -0.099  -2.712  -0.379  -0.08
C  1.049  -2.674  0.326  -0.08
H  1.189  -1.948  1.217  0.03
C  2.119  1.652  2.140  -0.27
C  3.141  2.707  -0.174  -0.20
C  3.895  0.076  0.842  -0.21
C  -2.005  1.619  -1.975  -0.20
C  -0.540  3.320  -0.281  -0.23
C  0.435  2.771  -3.027  -0.19
C  3.763  -1.888  -2.022  -0.19
C  4.133  0.846  -2.805  -0.22
C  2.405  -0.828  -4.243  -0.22
H  -0.110  -2.953  -1.489  0.06
H  2.072  -2.812  -0.180  0.06
H  1.827  0.832  2.813  0.02
H  1.345  2.425  2.179  0.02
H  3.030  2.099  2.570  0.09
H  2.325  3.439  -0.188  0.03
H  3.590  2.595  -1.164  0.02
H  3.897  2.991  0.570  0.09
H  3.584  -0.962  1.039  0.05
H  4.374  0.468  1.756  0.08
H  4.636  0.096  0.035  0.03
H  -2.122  1.731  -3.049  0.05
H  -2.727  2.243  -1.441  0.08
H  -2.208  0.575  -1.763  0.02
H  -1.003  4.197  -0.782  0.10
H  0.424  3.635  0.171  0.04
H  -1.193  2.985  0.558  0.03
H  -0.243  3.592  -3.312  0.09
H  0.484  1.961  -3.786  0.06
H  1.459  3.108  -2.781  0.05
H  4.579  -2.050  -2.747  0.09
H  3.112  -2.775  -2.011  0.05
H  4.208  -1.770  -1.023  0.04
H  4.759  0.459  -3.637  0.08
H  4.731  0.963  -1.875  0.05
H  3.659  1.811  -3.092  0.05
H  3.352  -1.050  -4.774  0.09
H  1.884  0.034  -4.704  0.06
H  1.720  -1.696  -4.266  0.02
C  -1.115  -1.328  -4.139  -0.35
C  -2.152  -0.746  -4.910  0.03
C  -2.464  -1.223  -6.144  -0.01
C  -1.806  -2.328  -6.683  0.04
C  -0.824  -2.967  -5.917  0.01
C  -0.474  -2.512  -4.631  0.02
O  -0.908  -0.666  -3.042  -0.12
H  0.603  -0.761  -2.146  0.03
H  -2.616  0.105  -4.451  0.11
H  -3.231  -0.719  -6.685  0.13
H  -2.048  -2.667  -7.701  0.15
H  -0.317  -3.834  -6.349  0.14
H  0.285  -3.048  -4.063  0.11
C  -2.816  3.499  5.111  -0.01
C  -1.820  3.902  4.227  -0.05
C  -1.325  3.047  3.261  -0.15
C  -1.829  1.751  3.192  -0.36
C  -2.855  1.328  4.035  -0.11
C  -3.330  2.205  4.999  -0.03
Sb  -0.894  0.207  1.923  1.55
C  0.091  -0.807  3.645  -0.36
C  0.359  -2.178  3.619  -0.17
C  0.981  -2.785  4.713  -0.04
C  1.273  -2.047  5.859  -0.02
C  0.970  -0.685  5.895  -0.03
C  0.366  -0.063  4.796  -0.12
C  -2.692  -1.020  1.670  -0.34
C  -2.868  -2.189  2.410  -0.06
C  -3.973  -3.003  2.143  0.03
C  -4.891  -2.630  1.155  0.06
C  -4.723  -1.434  0.444  0.01
C  -3.617  -0.621  0.704  -0.09
H  -3.199  4.183  5.886  0.14
H  -1.412  4.918  4.303  0.13
H  -0.540  3.388  2.581  0.07
H  -3.266  0.322  3.958  0.10
H  -4.110  1.866  5.677  0.13
H  0.062  -2.790  2.761  0.08
H  1.206  -3.848  4.670  0.13
H  1.709  -2.531  6.732  0.13
H  1.176  -0.091  6.778  0.13
H  0.064  0.986  4.870  0.10
H  -2.169  -2.470  3.195  0.11
H  -4.107  -3.921  2.713  0.14
H  -5.748  -3.281  0.937  0.16
H  -5.450  -1.136  -0.309  0.14
H  -3.503  0.322  0.170  0.09